Below is a structure of composition C28H70F4LiN2O22S4 in a non-equilibrium geometry, with properties calculated with ωB97M-V with the def2-TZVPD basis set.

Last column: Mulliken charge in e.
Element x y z (Å)
1 Li -0.191351 -1.076146 -2.071392  1.5812
2 N 0.481297 -0.121614 -0.513315  -0.3325
3 S -0.686647 0.251929 0.485740  -0.3694
4 O -1.351307 1.480401 0.240172  -0.0663
5 O -0.472826 -0.099914 1.853765  -0.4768
6 F -1.657826 -0.894731 -0.027129  0.0511
7 S 1.812260 0.519742 0.233363  0.6918
8 O 2.473497 -0.411670 1.076786  -0.3900
9 O 1.722459 1.873791 0.655874  -0.4263
10 F 2.756864 0.593091 -1.038274  -0.3580
11 N -6.521138 0.771525 1.698867  -0.5086
12 S -5.237756 1.212090 0.690086  1.0565
13 O -5.566347 2.063262 -0.399646  -0.5838
14 O -4.195194 0.242988 0.619250  -0.1660
15 F -4.617921 2.214628 1.766657  -0.3161
16 S -7.053245 -0.338477 0.708527  1.0796
17 O -6.352929 -1.593216 0.682975  -0.5531
18 O -7.688954 0.063834 -0.512565  -0.6313
19 F -8.355201 -0.745552 1.589154  -0.3296
20 C 2.055696 2.468876 -3.384539  -0.4683
21 O 1.587919 3.561242 -4.135182  -0.4329
22 C 1.000265 4.550265 -3.306744  0.2571
23 C 0.294318 5.567183 -4.168981  -0.5684
24 O 1.219601 6.116957 -5.089000  -0.3557
25 C 0.626123 7.090977 -5.883854  -0.7961
26 H 2.722488 1.857937 -3.996164  0.3430
27 H 1.245849 1.752240 -3.171237  -0.1355
28 H 2.505138 2.757136 -2.433026  0.3711
29 H 1.793307 5.048846 -2.738039  0.2548
30 H 0.255674 4.120444 -2.629950  -0.0546
31 H -0.119065 6.374859 -3.552897  0.2519
32 H -0.570045 5.106261 -4.665643  0.3716
33 H 1.308040 7.379387 -6.684596  0.2955
34 H 0.325211 8.001503 -5.345725  0.3008
35 H -0.292904 6.777896 -6.403201  0.3071
36 C 0.581820 -3.592817 -0.779779  -0.4416
37 O -0.071308 -3.061337 -1.927510  0.4875
38 C -0.931552 -4.017622 -2.527362  -0.8665
39 C -2.248259 -4.147411 -1.788883  -0.7413
40 O -2.803986 -2.891132 -1.629470  0.2145
41 C -4.180696 -2.894610 -1.206724  -0.7805
42 H -0.058893 -3.873954 0.051285  0.0806
43 H 1.305753 -2.826409 -0.494819  -0.3186
44 H 1.268962 -4.400703 -1.064145  0.3871
45 H -0.472906 -5.006944 -2.653628  0.5133
46 H -1.093562 -3.718417 -3.566475  0.2337
47 H -2.169256 -4.715531 -0.844134  0.3990
48 H -2.895217 -4.877299 -2.311429  0.4063
49 H -4.816016 -3.133464 -2.062535  0.3513
50 H -4.412365 -1.939903 -0.747949  -0.0787
51 H -4.254286 -3.694557 -0.466044  0.3634
52 C 4.649514 3.918796 4.472535  -0.7799
53 O 3.376117 3.424165 4.759938  -0.4296
54 C 2.898228 2.654837 3.655785  -0.2191
55 C 1.545880 2.106579 4.104967  0.0243
56 O 1.744378 1.265975 5.247870  -0.4831
57 C 2.208178 -0.029107 4.925364  -0.4217
58 H 5.445904 3.162057 4.462516  0.2883
59 H 5.006172 4.599970 5.251216  0.2925
60 H 4.644161 4.508726 3.548349  0.2907
61 H 3.660951 1.914880 3.407497  0.3751
62 H 2.639103 3.334245 2.833383  0.3790
63 H 0.935906 1.573632 3.370821  -0.1334
64 H 0.905926 2.897589 4.499785  0.2508
65 H 1.563683 -0.533349 4.192145  0.0720
66 H 1.927548 -0.571251 5.834661  0.2773
67 H 3.260276 -0.124453 4.655572  0.2437
68 C -3.064836 6.112786 -2.885463  -0.9156
69 O -2.112361 5.433106 -2.104154  -0.1127
70 C -2.661399 4.853063 -0.920963  -0.8107
71 C -1.466855 4.504009 -0.066525  0.3133
72 O -0.824722 5.657202 0.445743  -0.5280
73 C 0.359983 5.276755 1.088528  -0.6726
74 H -2.501296 6.721103 -3.601410  0.2419
75 H -3.546626 6.880991 -2.269110  0.3764
76 H -3.744133 5.471758 -3.451319  0.2937
77 H -3.194444 3.918952 -1.124204  0.2278
78 H -3.298587 5.582550 -0.413009  0.4106
79 H -0.826862 3.818646 -0.626021  -0.2751
80 H -1.865130 3.977567 0.812367  0.5274
81 H 0.092718 4.782771 2.038861  0.3167
82 H 1.050336 6.079738 1.341596  0.4769
83 H 0.956043 4.494799 0.600852  0.1349
84 C 1.740797 -2.122798 -4.248469  -0.9466
85 O 0.685188 -1.274183 -3.858664  0.1263
86 C -0.201813 -0.960659 -4.908935  -0.7189
87 C -1.249952 0.006381 -4.380988  -0.7193
88 O -1.718957 -0.338873 -3.085135  0.0668
89 C -2.647201 0.584579 -2.556259  -0.7110
90 H 2.291736 -1.705005 -5.094539  0.2855
91 H 1.372407 -3.135022 -4.442336  0.2939
92 H 2.455662 -2.235770 -3.433350  0.2141
93 H -0.727973 -1.826687 -5.333145  0.3626
94 H 0.343345 -0.520780 -5.751480  0.4522
95 H -2.091705 -0.066395 -5.078466  0.3540
96 H -0.864284 1.030871 -4.350316  0.4397
97 H -3.326520 0.113110 -1.849577  -0.2359
98 H -3.320426 1.001523 -3.316914  0.5441
99 H -2.186812 1.453708 -2.080586  0.1295
100 C -2.663660 -3.242482 1.843360  -0.1785
101 O -2.286312 -3.810021 3.092022  -0.5428
102 C -1.111710 -3.211991 3.602580  0.1817
103 C -0.859893 -3.499500 5.053120  -0.7067
104 O -1.597904 -2.582338 5.832052  -0.2332
105 C -1.441183 -2.729665 7.214870  -0.8086
106 H -2.936390 -2.190444 1.949572  0.3452
107 H -3.635186 -3.701877 1.650575  0.1745
108 H -1.915506 -3.532819 1.105007  -0.0202
109 H -1.027569 -2.163913 3.299356  0.0282
110 H -0.278564 -3.678302 3.038928  0.1452
111 H 0.192293 -3.293246 5.288787  0.3556
112 H -1.147247 -4.544936 5.222001  0.3210
113 H -1.965796 -1.942521 7.747066  0.2439
114 H -0.372274 -2.697344 7.477107  0.3082
115 H -1.796878 -3.718095 7.536601  0.3065
116 C 4.115574 -2.985174 0.793653  -0.4689
117 O 4.767034 -4.209674 0.590542  -0.3356
118 C 5.511518 -4.629675 1.722330  -0.4506
119 C 5.934074 -6.080640 1.495882  -0.5818
120 O 4.970536 -7.018319 1.856153  -0.3798
121 C 3.956945 -7.209886 0.878264  -0.3861
122 H 3.454170 -2.992531 1.666898  0.3112
123 H 3.469028 -2.735450 -0.048399  -0.1156
124 H 4.797207 -2.128689 0.855764  0.4085
125 H 4.840941 -4.665909 2.589587  0.3332
126 H 6.371596 -3.973880 1.887337  0.4200
127 H 6.871965 -6.242881 2.036916  0.3933
128 H 6.315855 -6.142180 0.463846  0.2998
129 H 4.420000 -7.780088 0.061698  0.2592
130 H 3.587384 -6.256549 0.505934  0.0412
131 H 3.139063 -7.827907 1.241050  0.2600

Cartesian forces, eV/Å:
-0.3 -0.4 -0.3
2.2 1.4 1.1
-3.1 -0.8 1.4
0.2 0.2 -0.5
0.7 0.0 -0.1
0.1 0.3 -0.3
1.2 -0.5 -1.2
-0.1 -0.4 0.2
-0.6 0.1 0.0
-0.3 -0.2 -0.2
2.1 0.1 -3.0
0.9 2.2 3.8
0.0 -0.3 -0.5
-0.1 -0.4 -1.0
-0.2 0.2 -0.2
-4.3 -3.1 0.9
0.5 0.4 -0.1
0.7 0.4 -0.1
0.4 0.3 0.1
-0.6 -0.8 -0.2
0.0 -0.1 0.0
0.0 0.2 -0.3
0.0 0.1 0.2
-0.3 -0.2 -0.1
-0.4 0.7 -0.8
0.4 0.4 0.0
-0.2 0.3 0.3
0.2 0.1 -0.1
-0.1 0.0 0.2
0.1 0.0 0.1
0.1 -0.1 0.2
0.2 -0.1 -0.3
0.2 0.0 0.2
0.3 -0.1 0.3
0.0 -0.5 0.2
1.6 0.5 -0.3
0.0 -0.9 0.3
-0.5 -0.2 -0.5
-0.4 -1.1 0.1
-0.2 0.5 -0.2
0.9 -0.8 0.0
-0.2 0.1 -0.1
-0.5 0.2 0.5
-0.5 -0.4 -0.1
0.3 0.1 0.5
-0.2 0.5 0.2
0.5 0.6 0.3
0.0 0.5 -0.6
-0.2 0.2 0.1
0.0 0.0 -0.1
-0.5 0.1 0.1
0.6 0.7 0.4
0.3 -0.1 -0.2
-1.5 0.8 0.5
0.3 -0.7 1.2
0.1 -0.1 -0.7
-1.6 -0.5 0.9
-0.3 -0.3 -0.5
-0.6 0.0 0.2
0.2 -0.2 -0.2
-0.3 -0.2 -0.4
0.6 -0.1 -0.3
0.5 0.0 -0.4
0.3 0.4 -0.2
0.3 0.4 -0.5
0.9 -0.3 0.1
0.1 0.2 0.1
0.9 1.0 0.0
-0.5 -0.3 -0.3
1.2 0.3 -0.1
-1.3 -0.1 1.1
0.8 0.3 -1.2
0.3 -1.1 1.4
0.0 -0.3 -0.2
-0.6 -0.4 0.0
-0.2 -0.1 0.3
-0.3 0.1 -0.1
-0.1 -0.1 0.0
0.4 0.2 0.1
0.1 -0.4 -0.2
0.1 0.2 0.1
-0.5 0.5 -0.3
-0.2 0.2 -0.6
0.3 -0.4 0.3
0.1 0.2 0.0
-0.5 0.1 0.1
-0.3 0.4 -0.2
0.8 -0.6 -0.3
-1.3 1.0 -0.1
-0.2 -0.1 -0.2
-0.1 0.1 -0.4
-0.2 0.3 0.2
0.3 -0.4 0.4
0.0 0.3 0.1
0.0 0.4 0.0
0.0 0.0 -0.1
0.5 -0.3 0.2
0.3 -0.3 -0.3
0.3 -0.2 0.1
-1.1 -0.8 1.1
-0.2 0.4 0.7
1.0 -0.5 -1.5
-0.4 0.9 0.0
-0.8 0.2 0.0
0.7 -0.8 -0.1
0.8 0.2 -0.3
0.2 -0.3 -0.4
-0.1 0.6 -0.4
-0.3 0.2 0.6
0.2 0.0 0.2
0.2 -0.5 -0.2
0.1 0.0 0.4
-0.1 0.1 -0.2
0.0 0.2 0.1
-0.2 0.1 0.1
-0.5 0.8 -0.1
0.1 0.0 -0.2
-0.7 -0.8 -0.2
1.3 1.1 -0.4
-0.3 -0.3 0.4
0.7 -0.2 -0.6
0.2 0.0 0.1
0.1 -0.4 -0.2
0.2 -0.2 0.3
0.2 0.4 0.2
0.0 0.0 0.1
-0.4 -0.3 0.6
-0.7 -0.3 -0.2
-0.2 0.2 -0.3
-0.1 0.0 0.0
0.1 0.1 0.5

Results
relative energy (zero: lowest compared OMol25 entry of this formula, charge and spin): 0.0 kcal/mol
HOMO: -6.80 eV
DFT total energy: -4873.20638 a.u.
lowest unoccupied orbital energy: 1.289 eV
molar mass: 998.06 g/mol
net charge: -1
Kohn-Sham gap: 0.2973 Eh